Record 1
Density functional theory data (ωB97M-V/def2-TZVPD) for a cluster of 4 separate species, C31H37N2O15PS in total.

```
87
Properties=species:S:1:pos:R:3
C 7.208 2.239 3.898
C 6.960 2.102 2.367
O 5.585 2.166 2.006
C 4.876 1.000 2.404
C 3.536 1.345 3.087
C 3.556 2.699 3.841
C 2.996 0.167 3.996
N 3.911 0.051 5.157
C 1.615 0.549 4.581
C 1.193 -0.634 5.528
C 1.481 -0.291 7.003
O 1.828 -1.096 7.776
C 0.517 0.891 3.538
C -0.663 1.539 4.347
C -1.807 2.101 3.440
C -1.921 3.626 3.567
O -2.137 4.288 2.637
O -1.803 4.230 4.809
P -0.238 -0.664 2.715
N 0.738 -1.874 2.734
O -0.601 -0.291 1.190
O -1.692 -1.019 3.402
O 0.887 1.895 2.574
S 2.266 1.549 1.782
O 2.200 0.357 0.996
O 2.573 2.658 0.944
H 7.510 1.264 4.308
H 7.985 2.990 4.087
H 6.312 2.568 4.438
H 7.476 2.941 1.882
H 7.391 1.170 1.960
H 5.507 0.338 3.016
H 4.671 0.439 1.474
H 3.924 3.503 3.196
H 4.177 2.634 4.742
H 2.548 2.996 4.157
H 2.974 -0.764 3.414
H 4.227 -0.905 5.277
H 4.717 0.655 5.052
H 1.704 1.420 5.247
H 1.807 -1.500 5.266
H 0.124 -0.873 5.465
H 1.299 0.778 7.289
H -1.018 0.892 5.153
H -0.207 2.415 4.840
H -1.650 1.916 2.376
H -2.758 1.678 3.790
H -0.977 4.737 4.809
H 0.282 -2.645 3.220
H -0.614 0.675 1.066
H -1.640 -0.985 4.367
O -2.912 -1.723 -4.811
C -2.842 -1.048 -3.798
C -1.614 -0.291 -3.457
C -1.546 0.441 -2.348
C -2.693 0.532 -1.413
O -2.630 1.201 -0.403
C -3.919 -0.227 -1.757
C -3.989 -0.960 -2.864
H -0.785 -0.369 -4.151
H -0.658 1.001 -2.079
H -4.746 -0.149 -1.061
H -4.877 -1.521 -3.134
O 0.778 -0.273 -6.209
C 0.022 0.245 -7.006
C 0.522 1.167 -8.053
C -0.308 1.737 -8.923
C -1.768 1.473 -8.882
O -2.523 1.993 -9.676
C -2.266 0.551 -7.833
C -1.435 -0.020 -6.964
H 1.590 1.348 -8.068
H 0.037 2.414 -9.694
H -3.333 0.370 -7.818
H -1.781 -0.699 -6.189
O -6.530 -3.367 -4.052
C -6.025 -4.312 -4.625
C -4.604 -4.287 -5.040
C -4.050 -5.321 -5.669
C -4.832 -6.542 -5.980
O -4.329 -7.486 -6.551
C -6.257 -6.566 -5.563
C -6.810 -5.532 -4.934
H -4.050 -3.383 -4.803
H -3.014 -5.321 -5.981
H -6.813 -7.465 -5.799
H -7.846 -5.531 -4.622
```

Summary:
Lowest unoccupied orbital energy = -1.7 eV
Orbital gap = 7.45 eV
SMILES = CCOC[C@]1(C)[C@@H](N)[C@H](CC=O)[C@](CCC(=O)O)(P(=N)(O)O)OS1(=O)=O.O=C1C=CC(=O)C=C1.O=C1C=CC(=O)C=C1.O=C1C=CC(=O)C=C1



Record 2
Density functional theory data (ωB97M-V/def2-TZVPD) for a cluster of 7 separate species, C28H67ClO10S in total.

```
107
Properties=species:S:1:pos:R:3
C -1.215 5.064 0.893
C -0.244 4.773 2.044
C -0.674 3.656 2.994
C -0.831 2.294 2.287
C 0.198 1.246 2.690
C 0.286 0.055 1.725
C 0.298 0.298 0.213
C -1.095 0.469 -0.420
Cl 1.369 1.652 -0.280
O 1.487 1.910 2.736
S 2.376 1.574 3.985
O 2.665 2.775 4.685
O 3.436 0.710 3.596
O 1.298 0.742 4.790
C 0.018 0.653 4.131
C -1.051 1.233 5.037
H -1.935 5.840 1.153
H -0.657 5.438 0.036
H -1.759 4.175 0.565
H 0.739 4.531 1.632
H -0.116 5.690 2.624
H 0.060 3.587 3.798
H -1.623 3.934 3.463
H -0.736 2.449 1.216
H -1.821 1.875 2.477
H 1.172 -0.509 2.024
H -0.584 -0.575 1.925
H 0.755 -0.580 -0.237
H -1.878 0.425 0.337
H -1.176 1.450 -0.887
H -1.267 -0.303 -1.166
H -0.183 -0.415 4.042
H -2.039 1.041 4.619
H -0.984 0.716 5.994
H -0.916 2.296 5.226
C 0.539 -4.433 5.273
C -0.403 -3.590 4.430
C -1.235 -4.440 3.487
O 0.333 -2.603 3.697
H 1.232 -4.980 4.627
H 1.127 -3.803 5.941
H -0.012 -5.159 5.871
H -1.059 -3.014 5.087
H -0.595 -4.987 2.792
H -1.906 -3.812 2.897
H -1.834 -5.172 4.029
H 0.932 -3.074 3.106
C -2.194 9.347 -2.025
C -0.771 9.004 -1.612
C 0.238 9.389 -2.683
O -0.658 7.621 -1.287
H -2.466 8.799 -2.932
H -2.897 9.069 -1.240
H -2.302 10.413 -2.229
H -0.529 9.525 -0.684
H 0.033 8.842 -3.608
H 1.249 9.140 -2.360
H 0.194 10.457 -2.904
H -0.859 7.113 -2.082
C -4.166 -7.761 1.306
C -3.008 -6.927 0.784
C -2.574 -7.366 -0.604
O -1.903 -6.975 1.688
H -3.873 -8.812 1.374
H -4.461 -7.427 2.301
H -5.031 -7.693 0.645
H -3.300 -5.875 0.761
H -2.230 -8.403 -0.585
H -1.749 -6.742 -0.955
H -3.391 -7.290 -1.324
H -1.606 -7.892 1.742
C 4.371 4.158 -2.083
C 3.502 5.332 -1.661
C 4.270 6.330 -0.808
O 2.339 4.875 -0.976
H 4.727 3.617 -1.201
H 3.800 3.461 -2.696
H 5.241 4.492 -2.651
H 3.118 5.837 -2.550
H 4.624 5.848 0.107
H 3.627 7.163 -0.523
H 5.137 6.722 -1.343
H 2.626 4.415 -0.178
C 1.884 -8.498 -3.190
C 0.603 -9.233 -2.831
C -0.571 -8.775 -3.682
O 0.307 -9.084 -1.443
H 1.763 -7.425 -3.019
H 2.712 -8.847 -2.573
H 2.144 -8.646 -4.239
H 0.751 -10.306 -2.967
H -0.758 -7.708 -3.523
H -1.476 -9.319 -3.412
H -0.374 -8.930 -4.743
H 0.169 -8.145 -1.271
C 1.556 0.410 -4.799
C 0.231 -0.330 -4.714
C -0.766 0.162 -5.750
O -0.316 -0.226 -3.398
H 1.405 1.477 -4.612
H 2.252 0.034 -4.049
H 2.008 0.297 -5.785
H 0.402 -1.399 -4.857
H -0.980 1.223 -5.592
H -1.705 -0.387 -5.671
H -0.376 0.043 -6.762
H -0.485 0.708 -3.226
```

Summary:
Lowest unoccupied orbital energy = 0.4 eV
Orbital gap = 10.33 eV
SMILES = CCCC[C@@]1(C[C@@H](C)Cl)OS(=O)(=O)O[C@H]1C.CC(C)O.CC(C)O.CC(C)O.CC(C)O.CC(C)O.CC(C)O



Record 3
Density functional theory data (ωB97M-V/def2-TZVPD) for a cluster of 6 separate species, C13H37NO6 in total.

```
57
Properties=species:S:1:pos:R:3
C -2.439 5.068 0.845
C -3.608 4.011 0.948
C -4.960 4.881 1.123
C -3.813 3.175 -0.375
C -3.026 1.831 -0.561
C -3.252 0.947 0.729
C -2.808 1.751 2.048
C -3.254 0.851 3.293
C -1.309 1.822 2.008
N -3.497 3.089 2.098
O -3.174 3.740 3.248
H -2.703 5.985 0.319
H -2.037 5.466 1.777
H -1.652 4.508 0.339
H -5.115 5.503 0.241
H -5.872 4.335 1.363
H -4.838 5.568 1.961
H -4.880 3.083 -0.579
H -3.489 3.809 -1.200
H -3.471 1.241 -1.363
H -1.989 1.906 -0.889
H -2.575 0.094 0.677
H -4.254 0.548 0.884
H -2.735 -0.095 3.141
H -4.326 0.674 3.387
H -2.955 1.335 4.223
H -0.885 2.381 2.842
H -0.921 2.199 1.062
H -0.890 0.828 2.162
H -3.994 3.545 3.707
C 5.634 3.280 -2.234
O 4.261 3.396 -1.927
H 6.120 2.721 -1.434
H 5.819 2.793 -3.192
H 6.163 4.227 -2.133
H 3.869 2.523 -1.850
C 2.054 -6.167 2.276
O 2.155 -6.715 0.959
H 2.781 -5.384 2.492
H 1.081 -5.676 2.265
H 2.216 -6.950 3.016
H 2.953 -7.249 0.929
C -2.542 -6.497 -2.083
O -2.482 -7.190 -0.866
H -2.651 -7.175 -2.929
H -3.340 -5.762 -2.182
H -1.625 -5.977 -2.363
H -1.526 -7.257 -0.804
C 8.783 -3.262 -4.105
O 8.218 -3.099 -2.752
H 9.168 -2.298 -4.437
H 9.592 -3.992 -4.130
H 8.136 -3.679 -4.877
H 8.838 -2.609 -2.207
O 3.501 -1.682 -1.642
H 4.440 -1.850 -1.714
H 3.109 -2.549 -1.535
```

Summary:
Lowest unoccupied orbital energy = 0.3 eV
Orbital gap = 8.31 eV
SMILES = CC1(C)CCCC(C)(C)N1O.CO.CO.CO.CO.O
ΔE to the lowest compared entry with this formula, charge and spin = 3.7187 eV



Record 4
Density functional theory data (ωB97M-V/def2-TZVPD) for a cluster of 2 separate species, C2H2F2P in total.

```
7
Properties=species:S:1:pos:R:3
C -0.129 1.134 0.245
C 0.692 2.039 0.163
F -1.779 -0.727 -0.630
F 0.460 -2.281 0.206
P -1.363 0.071 0.669
H 0.566 -2.874 -0.524
H 1.553 2.639 -0.129
```

Summary:
Charge = +1
Lowest unoccupied orbital energy = -8.3 eV
Orbital gap = 8.95 eV
ΔE to the lowest compared entry with this formula, charge and spin = 1.5705 eV



Record 5
Density functional theory data (ωB97M-V/def2-TZVPD) for a cluster of 5 separate species, C3H14O4 in total.

```
21
Properties=species:S:1:pos:R:3
C 0.170 1.858 2.570
C -0.937 1.875 1.733
C -0.966 2.294 0.306
H 0.006 1.808 3.617
H 1.268 1.617 2.244
H -1.937 1.809 2.071
H -0.305 1.872 -0.316
H -0.925 3.411 -0.120
H -1.841 1.857 -0.195
O -0.967 -1.607 -4.022
H -1.234 -1.757 -3.137
H -1.281 -2.426 -4.496
O -0.161 -3.513 -0.591
H 0.367 -4.225 -0.267
H -1.101 -3.633 -0.810
O 2.032 0.803 -0.523
H 1.175 1.330 -0.378
H 1.830 -0.070 -0.716
O 1.638 -1.154 1.399
H 1.202 -1.723 0.747
H 1.970 -0.426 0.884
```

Summary:
Lowest unoccupied orbital energy = 0.1 eV
Orbital gap = 9.49 eV
SMILES = C=CC.O.O.O.O
ΔE to the lowest compared entry with this formula, charge and spin = 3.1947 eV